Here is the ion C5H10NO with charge -1 in a non-equilibrium geometry from the OMol25 dataset. Energies are from the ωB97M-V functional and the def2-TZVPD basis.

XYZ file:
```
17
Properties=species:S:1:pos:R:3:forces:R:3:nbo_charge:R:1
O -3.505027 1.094873 0.852764 0.352 0.172 0.223 -0.96
N 2.778307 -1.726600 -0.390941 0.343 1.048 -0.691 -0.84
C 0.033846 0.898478 -0.129227 -0.075 0.797 -1.252 -0.44
C 0.800402 -0.405732 -0.168726 0.548 1.164 0.174 -0.23
C -1.460143 0.744641 -0.440051 0.034 0.320 1.698 -0.44
C -2.324519 0.449958 0.862877 -1.213 -1.341 -1.254 0.00
C 2.141068 -0.476983 -0.200253 -1.848 -1.005 -0.574 -0.05
H 0.150657 1.501293 0.775525 -0.007 -0.513 0.403 0.20
H -1.911483 1.687718 -0.756423 0.218 -0.048 -0.344 0.21
H 3.633760 -1.833296 0.104696 0.327 -0.432 0.372 0.36
H -1.607215 -0.044030 -1.179072 -0.145 0.115 -0.188 0.17
H -2.483082 -0.687636 0.796059 0.198 0.213 0.319 0.04
H 2.708036 0.431976 -0.337825 0.420 -0.065 0.403 0.18
H -1.714991 0.560554 1.783124 0.414 0.390 0.064 0.07
H 2.144021 -2.501499 -0.381480 0.050 -0.240 0.329 0.37
H 0.438363 1.591799 -0.889712 0.230 -0.334 -0.064 0.18
H 0.178000 -1.285515 -0.301335 0.153 -0.240 0.379 0.19
```
Forces are in eV/Å.

Results
M: 100.1 g mol⁻¹
Kohn-Sham gap: 5.4 eV
SMILES: N/C=C/CCC[O-]
Total charge: -1
Highest occupied orbital energy: -1.95 eV
Lowest unoccupied orbital energy: 0.1287 hartree

---

Here is a cluster of 5 separate species, C16H47N4O5 in total in a non-equilibrium geometry from the OMol25 dataset. Energies are from the ωB97M-V functional and the def2-TZVPD basis.

XYZ file:
```
72
Properties=species:S:1:pos:R:3:forces:R:3:mulliken_charge:R:1
O -2.308792 -0.715917 -0.127986 0.371 -1.161 -0.090 -0.08
O 2.679208 -2.051917 1.679014 -1.789 -0.475 0.295 -0.35
O 0.069208 0.180083 -1.512986 -0.482 -1.168 5.279 0.30
O -0.378792 0.318083 2.773014 -2.930 -1.050 -0.515 -0.64
O -1.565792 2.038083 -2.852986 -0.181 -2.995 0.114 -0.06
N 2.087208 -1.541917 -0.743986 0.261 2.256 -3.462 -0.57
N 1.222208 1.701083 -3.467986 -1.102 -0.404 1.425 -0.83
N -1.960792 -1.148917 -2.815986 -2.900 2.361 -3.869 -0.67
N -0.755792 -0.120917 5.409014 0.016 -5.457 -0.561 -0.73
C -2.503792 2.623083 -1.948986 2.652 -3.779 1.937 -0.87
C -0.082792 1.018083 -5.356986 3.731 4.035 -3.117 -1.71
C 2.675208 0.484083 0.390014 8.104 1.357 -0.435 -1.67
C -2.637792 0.001083 1.041014 4.712 4.919 -3.988 -1.00
C 0.368208 -0.258917 1.747014 1.681 2.187 2.755 -0.24
C 3.208208 -0.823917 -0.243986 3.087 3.056 -0.351 0.40
C -0.507792 1.173083 4.974014 -0.987 3.116 -0.186 0.23
C -3.240792 -1.585917 -0.700986 -2.928 1.869 -1.764 -0.82
C -1.542792 -3.088917 -1.585986 5.445 -3.508 3.023 -1.10
C 3.775208 -1.646917 0.896014 1.422 0.173 1.754 -1.09
C -0.913792 2.838083 -3.780986 -1.935 3.164 0.515 -0.99
C 0.170208 2.077083 6.062014 0.844 -1.342 -0.804 -1.38
C -2.551792 -2.159917 -1.953986 1.228 3.194 1.685 -0.03
C 0.260208 1.180083 3.637014 -2.984 1.881 0.212 -0.77
C 0.284208 2.232083 -4.468986 -3.552 -5.489 2.059 -0.03
C 2.776208 -2.908917 2.819014 6.035 1.484 0.845 -0.93
H 1.852208 -1.662917 0.174014 -2.707 -3.052 2.444 0.24
H -3.169792 -0.480917 1.669014 -3.832 -3.751 4.312 0.53
H 1.039208 -0.964917 2.151014 0.354 -1.286 0.443 0.77
H -0.914792 -3.735917 -2.337986 -1.651 1.552 0.760 0.30
H -4.273792 -0.931917 -1.012986 2.606 -1.441 0.469 0.27
H 3.466208 0.840083 1.305014 -2.308 -0.756 -2.576 0.27
H 4.347208 -2.424917 0.484014 0.447 -1.968 -0.567 0.51
H -2.826792 -0.432917 -3.157986 3.022 -2.241 1.320 0.27
H 0.162208 0.618083 -2.288986 1.138 2.775 -5.041 0.30
H 0.923208 2.748083 -4.998986 1.706 4.170 -3.312 0.86
H -3.183792 -2.725917 -2.415986 -4.700 -2.861 -3.067 0.71
H -0.933792 -0.866917 4.590014 0.441 2.616 2.421 0.23
H -0.735792 -2.593917 -0.946986 -0.657 -0.291 -0.929 0.02
H -1.610792 0.238083 1.534014 -3.000 0.223 -0.956 0.24
H -0.550792 1.968083 6.922014 0.882 1.382 -0.712 0.36
H 3.566208 -3.649917 2.549014 -0.695 0.002 0.271 0.35
H -2.925792 1.689083 -1.349986 0.323 2.338 -1.477 -0.11
H -0.875792 1.116083 -6.064986 -0.162 1.388 -1.167 0.48
H 0.418208 2.187083 3.183014 -0.269 -0.421 0.406 0.29
H -1.783792 3.350083 -4.336986 1.778 -0.799 -0.501 0.28
H 0.553208 3.070083 5.584014 -1.304 -1.443 1.468 0.29
H -3.200792 0.920083 0.706014 0.551 -0.581 0.659 0.32
H 1.053208 1.500083 6.400014 -0.078 0.469 -0.092 0.31
H 1.966208 -3.442917 3.237014 -1.608 0.186 -0.395 0.34
H -0.148792 -0.637917 0.923014 -1.195 -0.404 -1.041 -0.67
H 4.513208 -1.169917 1.570014 -0.344 0.548 -0.519 0.48
H 2.686208 1.231083 -0.362986 0.581 1.130 -0.838 0.38
H -1.590792 -0.099917 5.994014 0.405 -0.567 -0.211 0.31
H 1.493208 2.459083 -2.869986 0.354 0.444 0.410 0.20
H -3.104792 3.299083 -2.399986 -2.805 1.488 -1.724 0.56
H 0.795208 -0.405917 -1.214986 1.366 -1.154 -0.282 0.39
H -1.882792 -3.834917 -0.819986 -0.208 0.387 -0.878 0.38
H 1.087208 0.512083 1.497014 -2.637 -0.333 1.348 0.86
H -1.941792 3.230083 -1.267986 0.469 0.314 0.960 0.36
H 4.070208 -0.712917 -1.144986 -2.182 0.213 2.676 0.32
H 2.037208 1.413083 -3.955986 0.850 -0.434 -0.315 0.24
H -3.713792 -2.410917 -0.112986 1.025 0.579 0.206 0.46
H -1.724792 -1.586917 -3.798986 -0.394 0.807 2.645 0.32
H 3.361208 -2.309917 3.692014 -1.688 -1.132 -1.668 0.26
H -0.792792 -0.225917 -1.422986 -1.663 -0.757 -0.202 0.16
H 1.748208 0.589083 0.728014 -1.381 -0.515 -0.641 0.57
H 0.896208 0.703083 -5.871986 -1.429 0.692 0.092 0.32
H 1.142208 0.737083 3.792014 4.065 -1.226 1.242 0.47
H -0.575792 3.630083 -3.139986 0.904 1.265 0.016 0.52
H -0.387792 0.153083 -5.067986 -1.676 -5.324 3.968 0.55
H -1.558792 1.525083 5.056014 0.540 1.444 -1.962 0.43
H 2.607208 -2.228917 -1.240986 -1.052 -1.902 -0.219 0.33
```
Forces are in eV/Å.

Results
M: 375.6 g mol⁻¹
Kohn-Sham gap: 8.6 eV
Total charge: +1
Highest occupied orbital energy: -10.54 eV
Lowest unoccupied orbital energy: -0.0703 hartree